ORCA calculation (wB97M-V/def2-TZVPD) on 7 unconnected molecules or ions with the total composition C36H96F2N15O11P5.

Geometry as XYZ:
```
165
Properties=species:S:1:pos:R:3:forces:R:3
C 1.94693 0.28972 -6.95563 -0.1268 -0.1392 -1.2151
C 2.99099 -0.11233 -5.96933 2.3092 -0.6010 0.4527
O 2.43127 -1.13018 -5.20985 -1.7905 0.3610 0.1796
C 1.03748 -1.06174 -5.38399 -0.9754 -1.8937 2.2029
O 0.22916 -1.66618 -4.69944 2.1584 1.4677 -1.9216
O 0.78360 -0.27280 -6.41311 -1.4772 0.0756 0.0332
F 3.31908 0.97055 -5.16658 -0.1407 -0.3882 -0.0878
H 2.09387 -0.10404 -7.95518 0.2504 -0.5560 -0.0800
H 1.78786 1.33980 -7.14395 0.2120 0.4963 0.6889
H 3.93392 -0.59932 -6.30820 -0.4879 1.0657 -0.2886
C 2.20354 -0.59353 -2.07512 0.1007 -0.9533 -0.4956
C 2.10736 -0.90538 -0.61755 -0.3671 1.7671 0.7390
O 0.75212 -0.85716 -0.34960 -1.2986 0.0213 -0.7263
C 0.10195 -0.23503 -1.43331 2.4410 -0.7128 0.3300
O -1.01051 0.05768 -1.53732 -3.0804 0.5042 1.0064
O 0.95696 0.00273 -2.40669 1.1672 -0.2222 -0.1525
F 2.63735 0.25985 0.04975 0.1244 -1.1286 -0.0870
H 2.39083 -1.46969 -2.67383 -0.1736 -0.3138 -0.1398
H 2.94548 0.12606 -2.23499 1.2360 0.9460 -0.2775
H 2.54259 -1.81328 -0.20967 0.1900 0.2040 -0.1315
O 2.54986 -3.61440 -1.99970 0.5372 1.4348 0.0951
P 2.37705 -5.00280 -1.57607 -1.0218 -1.3464 0.8648
N 3.42713 -5.50310 -0.37669 0.0184 -0.3367 1.4171
C 4.74067 -4.81393 -0.32233 -0.2347 -0.6625 -0.6560
C 3.31503 -6.73833 0.46705 1.3203 0.6466 -1.2436
N 2.59879 -5.98194 -2.87302 0.5427 0.2422 -1.5696
C 2.92615 -5.43869 -4.21553 0.0804 1.1995 0.9853
C 2.64385 -7.39995 -2.69921 0.2762 -1.3061 0.9645
N 0.81282 -5.38007 -1.01447 0.1519 1.3119 1.2274
C -0.22640 -4.98376 -1.99966 -0.1803 0.3201 0.0150
C 0.46592 -4.78316 0.37467 1.3471 -0.9529 -1.5552
H 5.13576 -4.72013 0.70917 -0.2328 -0.4347 -0.5578
H 4.52605 -3.81607 -0.66477 0.3304 0.4831 -0.2237
H 5.48632 -5.28658 -1.04317 -0.6673 0.4556 1.0962
H 2.49320 -7.36486 0.18415 -0.5288 -0.0381 -0.0330
H 3.34076 -6.59244 1.53290 -0.5353 0.7698 0.5248
H 4.23656 -7.30448 0.31953 0.0247 -0.2885 -0.3765
H 2.18539 -5.73476 -4.94074 -0.1320 -0.6157 -0.3759
H 2.79533 -4.33630 -4.14917 0.3305 -0.6917 0.0142
H 3.96548 -5.64014 -4.56877 -0.7324 -0.1614 0.3757
H 3.66697 -7.86417 -2.56709 -0.6499 0.7131 -0.3381
H 2.10593 -7.67297 -1.76085 0.1313 0.1290 -0.8802
H 2.15765 -7.90568 -3.53702 -0.0252 -0.0230 0.0580
H -1.20727 -5.22097 -1.55196 0.3941 0.2268 -0.2461
H -0.21296 -3.91220 -2.36792 0.1455 -0.8769 0.8246
H -0.11341 -5.58157 -2.89351 0.0193 -0.3090 -0.2190
H 0.47443 -3.70863 0.36181 -0.4754 0.7332 -0.3287
H 1.26727 -5.02117 1.06158 0.0845 -0.4660 0.1925
H -0.46284 -5.19419 0.72890 -0.3460 -0.0341 0.0692
O 6.37382 4.40978 -2.77525 1.6322 -0.7094 -0.6416
P 5.11786 4.98582 -2.34042 -1.4761 0.5491 0.8104
N 5.05417 5.08305 -0.66120 -0.1530 -0.6532 -1.0966
C 6.32863 5.16087 0.13099 -1.2388 0.3079 -1.5488
C 3.77259 5.44751 -0.05002 1.6804 0.8732 1.0596
N 3.65974 4.19743 -2.78339 0.7101 -1.6104 0.8978
C 3.26758 4.30523 -4.19573 -0.5712 -0.1988 0.8189
C 3.52575 2.73719 -2.28779 0.9536 1.4300 0.6474
N 4.90585 6.51113 -2.97371 0.8922 0.0055 -0.9906
C 3.66533 7.21799 -2.77170 0.4949 0.1669 -0.4500
C 6.03187 7.29557 -3.58240 -1.7739 -0.3037 0.6046
H 6.33776 4.40710 0.89476 0.0561 -0.5429 0.3546
H 6.41618 6.13051 0.61090 0.0656 0.2962 0.0223
H 7.14490 5.01638 -0.59341 -0.2392 -0.0274 0.4959
H 3.69317 6.55776 0.01711 -0.2061 -0.6276 0.2268
H 3.86505 5.02012 0.94650 -0.6110 0.2282 0.3468
H 2.89913 5.05598 -0.54163 -0.0441 -0.2896 -0.3812
H 3.78038 3.55151 -4.79350 -0.1887 0.0015 -0.2211
H 2.16341 4.23079 -4.25767 0.5296 -0.3421 -0.1241
H 3.51382 5.28968 -4.53390 0.2901 0.4859 -0.4213
H 2.50675 2.39573 -2.39832 -0.3885 0.1934 -0.0549
H 4.17785 2.01648 -2.79201 0.0746 0.4097 -0.4658
H 3.83025 2.64693 -1.21969 -0.4134 0.4236 -0.6289
H 3.57323 8.03468 -3.49353 -0.4159 -0.4892 -0.4119
H 2.81873 6.54821 -2.67296 -0.1927 -0.0369 -0.5902
H 3.71337 7.71858 -1.86005 -0.0714 1.1393 1.9032
H 6.53628 7.98205 -2.92904 0.2953 0.0724 1.0660
H 5.57295 7.98155 -4.28442 -0.0247 -0.2240 -0.7440
H 6.75606 6.63972 -4.00811 0.3226 -0.4582 -0.4699
O -6.16071 2.12662 -2.81765 -0.2423 1.3525 -1.4008
P -5.91319 0.97873 -1.96878 0.7142 -1.6696 0.2513
N -6.13615 1.41690 -0.39350 0.7890 -0.3148 1.3715
C -5.82304 2.81065 -0.03760 -0.4132 -0.7696 0.7511
C -5.98955 0.46972 0.71671 -2.7472 -0.4040 0.0477
N -4.36106 0.34918 -2.30067 -1.2167 0.1573 0.0440
C -3.80245 -0.63189 -1.41945 0.6209 -1.2096 1.1152
C -3.50819 0.97169 -3.31173 -0.3279 1.0010 0.6540
N -6.95606 -0.33739 -2.07993 -1.4492 -0.1934 0.5076
C -8.35425 -0.31676 -1.48293 1.4217 0.1031 -0.8002
C -7.00433 -1.00332 -3.38352 1.0051 0.9021 -0.6030
H -5.96559 3.40245 -0.92038 0.0187 0.5072 -0.1736
H -4.83937 2.92995 0.40022 0.7187 -0.0948 -0.3727
H -6.45352 3.13393 0.79953 -0.4764 -0.0350 -0.3814
H -6.41735 -0.52063 0.49917 0.3184 0.2460 -0.6365
H -6.69540 0.75731 1.52393 0.6578 0.3960 -0.0894
H -5.03246 0.26557 1.11865 1.3546 0.3670 0.2948
H -3.30950 -0.17464 -0.52139 -0.2398 -0.3325 -0.6473
H -4.61434 -1.30514 -1.02577 0.7062 0.5003 -0.4894
H -3.00114 -1.26794 -1.91498 -1.1405 0.7771 0.4192
H -3.05881 1.93339 -2.98867 -0.2754 -0.3311 0.0620
H -2.66416 0.35557 -3.58225 -0.0667 -0.5736 -0.0829
H -4.15881 1.18825 -4.14105 0.1271 0.1387 -0.6285
H -9.04707 0.21762 -2.12818 -0.0606 0.0250 -0.2163
H -8.69636 -1.32775 -1.33454 -0.0320 -0.5382 -0.2846
H -8.40744 0.12749 -0.51993 0.3798 0.6454 0.7685
H -6.29724 -0.49567 -4.05556 -0.2429 -0.0283 -0.0143
H -7.98850 -0.93120 -3.85823 0.0895 -0.0852 0.2337
H -6.64131 -2.01837 -3.36823 -0.2403 -0.6126 0.3190
O -1.04266 1.22163 4.13021 0.2791 -0.4946 -0.1748
P -0.63280 2.53021 3.58809 0.5607 1.1868 0.2743
N 0.85356 2.51948 2.80221 0.5111 -1.4279 0.2482
C 1.85387 1.48449 3.18796 -0.6183 0.6586 0.3313
C 1.46854 3.62240 2.12165 -1.1256 1.7260 -0.6704
N -0.60984 3.60645 4.91944 0.1242 -0.9548 1.0982
C -0.36698 5.03255 4.86231 -0.5849 -0.4974 0.7511
C -0.41889 2.99164 6.32135 -0.0056 2.0291 -1.4572
N -1.65079 3.22464 2.45426 -0.3698 0.4760 1.2549
C -2.99415 3.48164 3.04514 0.3592 -1.0667 -0.6430
C -1.71394 2.85091 1.03721 -1.4198 -0.7679 1.0309
H 1.30837 0.65833 3.66605 0.4959 0.2333 -0.1431
H 2.61330 1.92950 3.85779 -0.3486 -0.2713 0.0884
H 2.39812 1.16065 2.30240 -0.2380 -0.2091 -0.1172
H 2.24717 3.32844 1.40215 -0.2826 -0.3035 0.3528
H 1.88533 4.41631 2.77759 0.0705 -0.5286 -0.0062
H 0.67697 4.14942 1.53579 0.5896 -0.2633 0.2298
H 0.64423 5.31162 5.12558 0.5057 0.0777 -0.0847
H -0.63299 5.39133 3.89707 -0.0205 0.4423 -0.8968
H -1.02904 5.52716 5.58756 0.0777 0.0100 -0.1087
H -0.84145 3.63873 7.14107 0.1752 -0.4940 -1.0952
H -0.89843 2.06679 6.24063 -0.7899 -1.4067 0.3996
H 0.63032 2.81765 6.53880 0.3037 0.1214 -0.0002
H -2.91217 3.82778 4.06039 0.0220 0.2808 0.2249
H -3.57237 4.13129 2.42853 -0.0566 1.0832 -0.4317
H -3.61375 2.57775 3.03332 0.2494 -0.3588 0.2323
H -1.71508 3.74993 0.43683 -0.4996 0.1359 -0.3449
H -2.63088 2.18110 0.91383 1.0194 1.0267 -0.3272
H -0.87861 2.26984 0.74050 0.9402 -0.5904 -0.1065
O -1.91137 -4.82402 2.71486 0.2227 1.6495 1.3526
P -1.92560 -3.65244 3.67586 -0.8159 -1.8520 1.3744
N -2.74959 -2.36696 3.08566 0.2641 0.2362 -0.1599
C -2.58339 -2.08513 1.67752 -0.3849 1.9082 -0.5134
C -3.56326 -1.45400 3.87054 -0.8574 0.3883 -0.6410
N -0.46934 -3.06883 4.24520 0.7421 -0.2794 0.0194
C 0.19996 -1.82036 3.76607 -0.1539 -1.5987 -0.3836
C 0.51278 -4.06461 4.77948 -0.2161 0.1224 -0.9153
N -2.70819 -4.06349 5.17327 0.2210 -0.1506 -1.3845
C -3.55300 -5.24606 5.25879 -1.1350 0.7271 -1.0840
C -2.53479 -3.34171 6.41386 0.4867 -0.4671 -0.0819
H -2.33680 -0.98047 1.56112 0.4161 -1.1977 0.0289
H -3.54570 -2.12555 1.15196 0.0392 -0.5591 -0.0718
H -1.84413 -2.74874 1.19733 -0.3888 0.4369 0.2476
H -4.62575 -1.76907 3.91421 0.3497 0.1508 -0.3129
H -3.51396 -0.39296 3.53092 0.1506 -0.8127 -0.2543
H -3.25521 -1.39504 4.88120 0.5447 -0.1525 0.9994
H 0.64649 -2.02738 2.76725 0.3470 0.2640 0.6783
H -0.45622 -0.98177 3.62702 -0.6491 0.1965 0.2329
H 0.92016 -1.56867 4.54962 0.1954 0.0933 -0.4273
H 0.93548 -3.71672 5.71141 0.0847 0.2528 0.3181
H 0.10344 -5.06513 4.95138 -0.4626 0.3743 -0.0573
H 1.34892 -4.23903 4.07491 -0.3009 0.3071 0.0989
H -4.61868 -5.03488 5.54322 0.7169 0.3314 -0.0964
H -3.63307 -5.69177 4.24314 0.4297 -0.1528 0.8991
H -3.18524 -5.88813 6.03755 0.3618 -0.8049 0.1051
H -1.93098 -2.47448 6.17889 0.1425 0.2306 0.4250
H -2.01878 -3.96232 7.18110 -0.1180 0.2729 -0.3631
H -3.48759 -3.03789 6.85268 -0.1389 0.1147 -0.1251
```
Forces are in eV/Å.

Computed properties:
- Kohn-Sham gap (Ha) = 0.309
- E_HOMO (eV) = -7.961
- electronic energy (eV) = -135648.32177

ORCA calculation (wB97M-V/def2-TZVPD) on a single C15H21N5O3S molecule.

Geometry as XYZ:
```
45
Properties=species:S:1:pos:R:3:forces:R:3
C 2.99634 2.88873 -0.07912 -0.0093 0.0314 0.0641
C 3.55509 2.48221 -1.20179 0.0574 -0.1301 -0.1103
C 3.41762 1.11385 -1.80876 0.2933 0.3545 -0.2250
N 2.53121 0.25497 -1.07368 -0.4314 -0.2077 0.1429
C 1.18194 0.27857 -1.06199 0.0696 -0.1394 0.0322
N 0.64898 -0.58101 -0.20248 -0.1979 -0.1926 0.2125
C 1.70915 -1.18430 0.37701 0.9940 0.7285 -0.7080
C 2.89974 -0.68677 -0.13510 -0.5466 -0.4622 0.5067
C 4.17543 -1.17941 0.27958 -0.2712 0.0409 -0.0569
O 5.27783 -0.85628 -0.11149 0.2292 0.0707 -0.0649
N 4.00490 -2.16185 1.25700 0.4368 -0.1139 0.1070
C 2.84833 -2.68666 1.80388 -0.1154 0.0200 -0.0263
O 2.88315 -3.55666 2.64259 0.0783 -0.2561 0.2713
N 1.66606 -2.15855 1.32686 0.0168 -0.1123 0.0304
C 0.40064 -2.64506 1.82925 -0.2008 -0.1348 0.1606
H -0.27497 -2.81975 0.99351 -0.0109 -0.0137 0.0272
H -0.04610 -1.91287 2.50391 -0.0352 -0.0361 0.0026
H 0.59081 -3.56941 2.37116 -0.0547 0.0977 -0.0619
H 4.85834 -2.57431 1.61775 -0.1711 0.0646 -0.0561
S 0.27252 1.30827 -2.11596 -0.2249 0.2873 -0.2897
C -1.39846 0.88735 -1.52917 0.3553 0.0143 0.1192
H -2.07380 1.19945 -2.32471 0.0141 -0.0661 -0.0428
C -1.70253 1.60192 -0.20269 0.1185 0.0462 -0.0196
N -2.88778 1.20112 0.49853 -0.1378 -0.0790 -0.0278
C -2.87694 -0.07987 1.17732 -0.2222 -0.1680 -0.0530
C -3.48640 -1.22162 0.35079 0.2879 0.0398 0.1808
H -3.62504 -2.10748 0.97354 0.0854 0.0128 -0.0343
O -4.76779 -0.88243 -0.13288 -0.1300 0.0025 0.0936
C -4.72100 0.28823 -0.91902 0.0068 0.3281 -0.0078
C -4.17425 1.47275 -0.10952 -0.1260 -0.2566 -0.0071
H -4.09844 2.35908 -0.74036 -0.0369 0.0667 -0.0066
H -4.88016 1.67933 0.70409 -0.0908 0.0446 -0.1251
H -5.74841 0.48124 -1.23282 0.0700 0.0355 -0.0591
H -4.10083 0.10973 -1.81126 -0.0585 0.0144 0.0352
H -2.82968 -1.48122 -0.49417 -0.0449 -0.0091 0.0803
H -1.85228 -0.33095 1.45040 0.0347 -0.0161 0.0560
H -3.47435 0.03435 2.09019 0.0515 -0.1381 0.0265
H -0.85980 1.43170 0.47273 -0.0112 0.1054 -0.0940
H -1.77263 2.67784 -0.39474 0.1092 -0.0389 -0.0054
H -1.41270 -0.19392 -1.41379 -0.1490 0.0505 -0.0694
H 3.04557 1.20817 -2.83571 0.1041 -0.0899 0.0668
H 4.40028 0.63094 -1.82781 -0.1755 0.0242 -0.1090
H 4.18668 3.14386 -1.77706 0.0843 0.1664 -0.0293
H 3.14791 3.88497 0.29633 0.0842 0.2182 0.0144
H 2.36578 2.25171 0.51964 -0.1288 -0.2044 0.0587
```
Forces are in eV/Å.

Computed properties:
- Kohn-Sham gap (Ha) = 0.314
- E_HOMO (eV) = -8.081
- electronic energy (eV) = -40324.66187

ORCA calculation (wB97M-V/def2-TZVPD) on 5 unconnected molecules or ions with the total composition C2H13NO4.

Geometry as XYZ:
```
20
Properties=species:S:1:pos:R:3:forces:R:3
C 0.92330 -1.56101 -0.27787 -0.4810 -1.7173 1.6687
C -1.39608 -1.10107 0.18894 4.7989 1.6313 1.7011
N -0.10567 -0.65243 0.27924 -4.3675 -2.4089 -1.5755
H 1.79802 -1.62953 0.37415 -0.3170 0.1850 0.4851
H 1.38175 -1.22889 -1.15569 0.2680 1.2272 -1.6546
H 0.65899 -2.63751 -0.49940 -0.4164 0.9798 0.3795
H -2.14931 -0.41107 0.62755 0.4462 -0.6222 -0.6107
H -1.64903 -2.16125 -0.01799 0.1205 0.7447 -0.3565
H -1.49063 2.73095 2.80040 2.0891 -1.3725 0.8372
H -0.31473 3.53564 2.62106 0.6529 -2.6683 1.1337
O -0.49019 2.57984 2.99974 -2.7536 4.0685 -2.0382
H 0.25932 2.38367 -2.91740 -0.1233 0.5343 -2.4288
H 0.76540 1.70160 -1.79282 0.8448 -1.0441 1.0561
O 0.09968 2.32589 -2.00842 -0.7853 0.5085 1.4106
H -0.08466 -0.69804 3.50396 0.6623 0.1501 0.4173
H 0.40834 0.60139 3.00671 0.4371 0.0507 0.5228
O 0.63354 -0.06078 3.69061 -1.0554 -0.2548 -0.9393
H 0.44543 -1.24702 -3.03676 0.0826 -0.1643 0.0026
H 0.33289 -1.48626 -4.55704 0.2295 -0.2581 -0.1382
O -0.02635 -0.98411 -3.82895 -0.3323 0.4304 0.1272
```
Forces are in eV/Å.

Computed properties:
- Kohn-Sham gap (Ha) = 0.398
- E_HOMO (eV) = -10.293
- electronic energy (eV) = -11962.72227